No. 1
This record from the Open Molecules 2025 dataset describes the ion CH7N3OP with charge +1. The level of theory is ωB97M-V/def2-TZVPD.

Results
Kohn-Sham gap, eV: 10.684
Net charge: +1
E, Ha: -622.85679
LUMO, eV: -3.528
Relative energy (zero: lowest compared OMol25 entry of this formula, charge and spin), kJ/mol: 105.51
Structure (SMILES): N/C(O)=[NH+]/NP
HOMO, eV: -14.2119
Max |F|, eV/Å: 4.789

Element x y z (Å)
C (-1.440589, 0.134040, -0.188977)
N (-2.497271, -0.461365, -0.611005)
N (-0.271935, -0.513108, -0.051102)
N (0.832236, 0.337709, 0.344924)
O (-1.478150, 1.371628, 0.162892)
P (2.321750, 0.019334, -0.514401)
H (-2.538176, -1.463080, -0.936571)
H (-3.215216, 0.013789, -1.132254)
H (-0.058018, -1.482478, -0.465218)
H (1.039217, 0.067410, 1.402261)
H (-0.433954, 1.507685, 0.535591)
H (1.945886, 1.063998, -1.427696)
H (3.014405, 1.205341, 0.181121)

Atoms 1-2, force components in eV/Å:
C 1.9 0.6 0.5
N -2.5 -3.2 -2.1


No. 2
This record from the Open Molecules 2025 dataset describes the ion C2H10N5 with charge +1. The level of theory is ωB97M-V/def2-TZVPD.

Results
Kohn-Sham gap, eV: 10.555
Net charge: +1
E, Ha: -355.64741
LUMO, eV: -3.025
Relative energy (zero: lowest compared OMol25 entry of this formula, charge and spin), kJ/mol: 420.07
Structure (SMILES): C[N@@H+](N)N=C(N)N
HOMO, eV: -13.5799
Max |F|, eV/Å: 4.706

Element x y z (Å)
C (1.515026, -0.046005, 0.081766)
C (-1.946281, -0.996353, -0.426772)
N (0.306984, -0.610368, 0.172415)
N (2.503324, -0.855035, 0.488501)
N (1.632331, 1.320968, -0.192391)
N (-1.319444, 1.031525, 0.782591)
N (-0.895064, -0.010000, -0.192096)
H (-2.056101, -1.710756, 0.497023)
H (-2.812672, -0.492966, -0.535337)
H (-1.724162, -1.704446, -1.163788)
H (2.421656, -1.896404, 0.585593)
H (3.415731, -0.603163, 0.611209)
H (0.803381, 1.870242, -0.424536)
H (2.582940, 1.761849, -0.314488)
H (-0.665781, 1.111496, 1.648575)
H (-2.324689, 0.796899, 1.206347)
H (-0.728324, 0.683089, -1.034459)

Atoms 1-2, force components in eV/Å:
C -3.0 1.5 0.5
C 1.5 -2.8 3.5


No. 3
This record from the Open Molecules 2025 dataset describes a structure of composition C27H44F6OP2Pb. The level of theory is ωB97M-V/def2-TZVPD.

Results
Kohn-Sham gap (spin up / spin down), eV: 4.912 / 4.906
Net charge: +2
E, Ha: -2604.29217
LUMO (spin up / spin down), eV: -8.477 / -8.478
Relative energy (zero: lowest compared OMol25 entry of this formula, charge and spin), kJ/mol: 753.67
HOMO (spin up / spin down), eV: -13.3891 / -13.3843
Max |F|, eV/Å: 6.351

Element x y z (Å)
Pb (0.199549, 0.516747, -1.378628)
C (-0.707294, -2.917669, 3.238382)
C (0.601658, -3.199104, 2.774490)
C (0.772714, -1.688561, 4.484480)
C (-0.597717, -2.026675, 4.330927)
C (1.515395, -2.438504, 3.541485)
C (-1.965202, -3.508404, 2.727539)
H (-1.863499, -3.788444, 1.675199)
H (-2.785853, -2.790484, 2.810883)
H (-2.259543, -4.410542, 3.282233)
C (-1.708588, -1.460680, 5.120136)
H (-2.660381, -1.916147, 4.835858)
H (-1.791559, -0.379243, 4.951000)
H (-1.557666, -1.612376, 6.194221)
C (1.316443, -0.772647, 5.506170)
H (1.223202, -1.172670, 6.524713)
H (0.784248, 0.183717, 5.487743)
H (2.372059, -0.565881, 5.319119)
C (2.987572, -2.462991, 3.420304)
H (3.419450, -3.213817, 4.093833)
H (3.425232, -1.497220, 3.686116)
H (3.299600, -2.717507, 2.403251)
C (0.960889, -4.186659, 1.730238)
H (1.155575, -5.175172, 2.171381)
H (1.867189, -3.885953, 1.194456)
H (0.152949, -4.310714, 1.001413)
C (-1.420730, 1.209091, -3.510991)
C (-2.187211, 0.015921, -4.059971)
C (-1.629044, -0.868722, -5.204471)
C (-0.236977, -1.356938, -4.850209)
C (0.207338, -0.964864, -3.429654)
C (1.154888, 0.176263, -3.306684)
C (1.028549, 1.359229, -4.254726)
C (-0.435377, 1.791007, -4.497912)
H (-1.678978, -0.367308, -6.180645)
H (0.500292, -1.074787, -5.601339)
H (-2.294890, -1.741313, -5.287238)
H (-0.643861, 1.456624, -5.548529)
H (-2.096402, 1.958532, -3.069483)
H (-3.265556, 0.274347, -4.268833)
H (-0.531211, 2.923098, -4.477025)
H (1.661853, 2.251407, -3.967802)
H (2.202505, -0.073018, -3.075373)
H (1.495644, 1.012803, -5.213781)
H (-0.241244, -2.471297, -4.895096)
H (0.532218, -1.877132, -2.896781)
P (-1.889610, -0.744348, -2.490578)
C (-2.869744, 0.214624, -1.289039)
C (-2.207138, -2.497457, -2.257971)
P (3.173534, 2.774515, -0.480016)
C (1.463796, 2.525792, -1.156501)
C (3.802438, 1.032440, -0.737126)
C (3.617102, 3.529030, -2.104132)
H (-2.283263, 0.854520, -0.602414)
H (-3.437937, -0.473557, -0.650029)
H (-3.560137, 0.871230, -1.834943)
H (-1.312600, -3.077829, -2.560303)
H (-3.071113, -2.685469, -2.926930)
H (-2.450250, -2.762515, -1.199006)
H (3.321086, 2.923874, -2.967817)
H (4.693831, 3.697118, -2.109682)
H (3.067870, 4.482989, -2.129012)
H (0.622403, 2.927617, -0.553370)
H (1.462532, 2.957680, -2.204518)
H (3.918370, 0.552556, 0.251770)
H (4.800228, 1.104289, -1.203163)
H (3.151805, 0.390844, -1.349013)
C (0.366901, 3.126825, 2.226220)
C (-0.907328, 2.422548, 1.761303)
O (-0.726786, 1.391973, 0.939963)
C (-1.604480, 1.956049, 3.104940)
F (-1.915922, 3.022914, 3.909168)
F (-2.712850, 1.198372, 2.994626)
F (-0.699463, 1.203557, 3.823536)
C (-1.844346, 3.488523, 1.003982)
F (-1.967565, 4.657036, 1.702603)
F (-1.267070, 3.822892, -0.202575)
F (-3.097292, 3.034538, 0.716411)
H (0.929187, 2.448084, 2.866870)
H (0.132370, 4.027172, 2.792739)
H (1.023218, 3.366193, 1.383621)

Atoms 1-2, force components in eV/Å:
Pb -0.1 0.9 4.3
C 2.6 -3.7 -4.2


No. 4
This record from the Open Molecules 2025 dataset describes a cluster of 2 separate species, CH4FOPS in total. The level of theory is ωB97M-V/def2-TZVPD.

Results
Kohn-Sham gap (spin up / spin down), eV: 6.946 / 6.920
Net charge: 0
Multiplicity: 3
E, Ha: -955.04410
<S²>: 2.006
LUMO (spin up / spin down), eV: -0.034 / -3.957
Relative energy (zero: lowest compared OMol25 entry of this formula, charge and spin), kJ/mol: 171.65
HOMO (spin up / spin down), eV: -6.9808 / -10.8768
Max |F|, eV/Å: 3.823

Element x y z (Å)
C (-0.582881, 1.569327, -0.064729)
O (0.369315, -0.987884, -0.348651)
F (2.818479, -2.992653, 0.153332)
P (-0.879376, -0.270941, -0.051248)
S (-2.728057, -1.030412, 0.087654)
H (0.100151, 1.550290, 0.777099)
H (-0.056803, 2.043417, -0.786965)
H (-1.355079, 2.356425, 0.234302)
H (2.314253, -2.237572, -0.000790)

Atoms 1-2, force components in eV/Å:
C -2.5 -0.1 2.9
O 0.8 -1.3 -1.2


No. 5
This record from the Open Molecules 2025 dataset describes an isolated molecule of C20H21BCl4N2O. The level of theory is ωB97M-V/def2-TZVPD.

Results
Kohn-Sham gap, eV: 3.966
Net charge: 0
E, Ha: -2825.05910
LUMO, eV: -1.030
HOMO, eV: -4.9963
Max |F|, eV/Å: 2.165

Element x y z (Å)
Cl (0.425119, -4.683510, -0.531851)
B (0.701101, -2.921248, -0.788055)
Cl (0.056265, -1.963630, -2.108515)
Cl (-0.530597, -2.221776, 0.895170)
O (1.976950, -2.464438, -0.306254)
C (2.144490, -1.212770, 0.035269)
C (3.427072, -0.728875, 0.302339)
C (3.568894, 0.644064, 0.659510)
C (4.842725, 1.186836, 0.893511)
C (5.989938, 0.367298, 0.780847)
Cl (7.558705, 1.021269, 1.074998)
C (5.840813, -0.993413, 0.424268)
C (4.595953, -1.545834, 0.188056)
H (1.315040, -0.513854, 0.070037)
H (2.682946, 1.272204, 0.749456)
H (4.960444, 2.214004, 1.161360)
H (6.730773, -1.603962, 0.335895)
H (4.488083, -2.610009, -0.098614)
C (-3.441491, -1.455038, -0.192166)
C (-2.863618, -0.292314, -0.950955)
C (-1.994282, 0.659512, -0.373417)
N (-1.566092, 0.505012, 0.998156)
C (-1.283323, -0.694119, 1.637347)
N (-0.979119, -0.416466, 2.888116)
C (-0.678809, -1.404975, 3.925886)
C (-1.150919, 0.942696, 3.141516)
C (-1.563322, 1.530548, 2.006231)
C (-1.554611, 1.783873, -1.103128)
C (-0.560680, 2.755658, -0.537502)
C (-1.996420, 1.952266, -2.425895)
C (-2.852028, 1.032703, -3.029260)
C (-3.268827, 1.252807, -4.454371)
C (-3.260708, -0.081695, -2.281671)
H (-3.853077, -2.182479, -0.880353)
H (-2.653635, -1.976989, 0.373773)
H (-4.231860, -1.154898, 0.517444)
H (-0.639188, -2.419335, 3.530758)
H (0.311112, -1.193197, 4.357255)
H (-1.427824, -1.322280, 4.729002)
H (-0.915191, 1.367517, 4.097298)
H (-1.846329, 2.547747, 1.794112)
H (-0.041039, 3.276810, -1.357393)
H (-1.008426, 3.556740, 0.084928)
H (0.210776, 2.239528, 0.059834)
H (-1.611344, 2.797268, -2.991916)
H (-3.972542, 0.511310, -4.833139)
H (-3.735617, 2.227795, -4.600266)
H (-2.419246, 1.243331, -5.139990)
H (-3.927038, -0.831694, -2.727662)

Atoms 1-2, force components in eV/Å:
Cl 0.1 -0.2 -0.7
B 1.7 -0.1 1.4


No. 6
This record from the Open Molecules 2025 dataset describes an isolated molecule of C4H5NO. The level of theory is ωB97M-V/def2-TZVPD.

Results
Kohn-Sham gap (spin up / spin down), eV: 7.106 / 7.107
Net charge: 0
E, Ha: -285.27043
LUMO (spin up / spin down), eV: -1.057 / -1.057
Relative energy (zero: lowest compared OMol25 entry of this formula, charge and spin), kJ/mol: 378.48
HOMO (spin up / spin down), eV: -8.1627 / -8.1640
Max |F|, eV/Å: 0.715

Element x y z (Å)
O (-1.823937, 2.023483, -0.295007)
C (-1.753830, 1.135124, 0.514111)
N (-0.863705, 0.058363, 0.408190)
C (0.119855, 0.078780, -0.519592)
C (1.292735, -0.648368, -0.521582)
C (1.522129, -1.904654, 0.061755)
H (-2.360088, 1.099458, 1.432784)
H (-0.772147, -0.602033, 1.171924)
H (-0.022093, 0.862940, -1.260247)
H (2.038431, -0.030328, -1.023442)
H (2.622646, -2.072761, 0.031103)

Atoms 1-2, force components in eV/Å:
O 0.0 -0.4 0.4
C -0.1 0.2 -0.2


Question: Which formula does entry 4 have?
Answer: CH4FOPS


Question: max |F| of number 6 (C4H5NO)?
Answer: 0.715 eV/Å


Copy entry 1 word for word.
This record from the Open Molecules 2025 dataset describes the ion CH7N3OP with charge +1. The level of theory is ωB97M-V/def2-TZVPD.

Results
Kohn-Sham gap, eV: 10.684
Net charge: +1
E, Ha: -622.85679
LUMO, eV: -3.528
Relative energy (zero: lowest compared OMol25 entry of this formula, charge and spin), kJ/mol: 105.51
Structure (SMILES): N/C(O)=[NH+]/NP
HOMO, eV: -14.2119
Max |F|, eV/Å: 4.789

Element x y z (Å)
C (-1.440589, 0.134040, -0.188977)
N (-2.497271, -0.461365, -0.611005)
N (-0.271935, -0.513108, -0.051102)
N (0.832236, 0.337709, 0.344924)
O (-1.478150, 1.371628, 0.162892)
P (2.321750, 0.019334, -0.514401)
H (-2.538176, -1.463080, -0.936571)
H (-3.215216, 0.013789, -1.132254)
H (-0.058018, -1.482478, -0.465218)
H (1.039217, 0.067410, 1.402261)
H (-0.433954, 1.507685, 0.535591)
H (1.945886, 1.063998, -1.427696)
H (3.014405, 1.205341, 0.181121)

Atoms 1-2, force components in eV/Å:
C 1.9 0.6 0.5
N -2.5 -3.2 -2.1